one | Density functional theory data (ωB97M-V/def2-TZVPD) for 4 unconnected molecules or ions with the total composition C5H11N.

XYZ file:
```
17
C5H11N (ωB97M-V/def2-TZVPD)
C -2.198 0.574 0.136
C -1.737 -0.116 -0.955
N 0.229 -0.899 -0.559
C 0.520 -1.064 0.699
C 1.054 0.146 0.099
C 2.473 0.344 -0.368
H -1.235 0.056 1.326
H -2.016 1.643 0.221
H -3.025 0.188 0.725
H -2.112 -1.110 -1.178
H -1.242 0.392 -1.774
H -0.575 -0.418 1.588
H 0.711 -1.948 1.297
H 0.520 1.064 0.378
H 3.141 0.551 0.477
H 2.537 1.191 -1.060
H 2.831 -0.552 -0.883
```

## Properties
- total charge = 0

two | Density functional theory data (ωB97M-V/def2-TZVPD) for C5H11N in the gas phase.

XYZ file:
```
17
C5H11N (ωB97M-V/def2-TZVPD)
C -2.108 -0.661 -1.966
C -1.347 0.416 -1.178
C -0.066 -0.117 -0.590
C 0.349 0.137 0.648
N 1.490 -0.401 1.251
C 2.158 0.378 2.274
H -2.474 -1.459 -1.322
H -2.921 -0.223 -2.543
H -1.424 -1.122 -2.680
H -1.959 0.795 -0.352
H -1.165 1.248 -1.863
H 0.533 -0.763 -1.235
H -0.260 0.751 1.309
H 2.131 -0.793 0.575
H 1.968 -0.016 3.281
H 1.858 1.429 2.272
H 3.236 0.401 2.120
```

## Properties
- SMILES string = CC/C=C/NC
- total charge = 0

three | Density functional theory data (ωB97M-V/def2-TZVPD) for C5H11N in the gas phase.

XYZ file:
```
17
C5H11N (ωB97M-V/def2-TZVPD)
C 2.548 -0.414 0.865
C 1.692 -0.274 -0.397
C 0.250 -0.503 -0.127
C -0.588 0.564 -0.703
N -2.013 0.316 -0.857
C -2.683 0.093 0.417
H 2.326 0.399 1.565
H 2.335 -1.359 1.371
H 3.613 -0.365 0.622
H 1.945 0.654 -0.944
H 1.933 -1.113 -1.074
H -2.110 -0.523 -1.421
H -0.185 1.015 -1.629
H -0.443 1.357 0.065
H -3.691 -0.288 0.231
H -2.781 1.050 0.945
H -2.148 -0.612 1.071
```

## Properties
- total charge = 0

Stability, highest: two

one | Density functional theory data (ωB97M-V/def2-TZVPD) for C5H11N in the gas phase.

XYZ file:
```
17
C5H11N (ωB97M-V/def2-TZVPD)
C -0.979 1.872 0.277
C -0.531 0.750 -0.602
C 0.862 -1.082 -0.441
C 2.132 -0.309 -0.285
N -0.325 -0.520 -0.181
C -1.358 -1.299 0.508
H -1.558 1.538 1.143
H -1.587 2.588 -0.285
H -0.113 2.430 0.671
H 0.008 0.998 -1.508
H 0.884 -2.144 -0.663
H 2.868 -0.934 0.237
H 2.620 0.053 -1.201
H 1.937 0.574 0.340
H -2.263 -0.699 0.609
H -1.005 -1.640 1.484
H -1.592 -2.176 -0.104
```

## Properties
- total charge = 0

two | Density functional theory data (ωB97M-V/def2-TZVPD) for C5H11N in the gas phase.

XYZ file:
```
17
C5H11N (ωB97M-V/def2-TZVPD)
C 1.194 0.290 1.247
C 0.549 -0.914 0.533
C -0.766 -0.744 -0.338
C -1.216 0.363 -2.595
C -0.501 0.186 -1.459
N 0.280 0.729 2.380
H 2.189 0.059 1.659
H 1.551 1.123 0.539
H 0.257 -1.643 1.330
H 1.193 -1.425 -0.162
H -0.909 -1.727 -0.769
H -1.629 -0.637 0.335
H -0.824 0.859 -3.384
H -2.166 0.176 -2.892
H 0.518 0.765 -1.503
H -0.581 1.170 2.104
H 0.859 1.371 2.975
```

## Properties
- SMILES string = C=CCCCN
- total charge = 0

Stability, highest: two